Entry 1:
{"formula": "C17H18N6OS2", "method": "wB97M-V/def2-TZVPD", "symbols": ["C", "C", "C", "C", "N", "C", "O", "C", "C", "S", "C", "C", "C", "C", "C", "C", "N", "C", "S", "C", "N", "C", "N", "N", "C", "N", "H", "H", "H", "H", "H", "H", "H", "H", "H", "H", "H", "H", "H", "H", "H", "H", "H", "H"], "positions_angstrom": [[5.600, 0.188, 2.101], [4.570, 1.322, 2.097], [3.417, 1.090, 1.115], [2.511, -0.024, 1.565], [1.388, -0.163, 0.609], [0.212, 0.582, 0.663], [0.160, 1.518, 1.415], [-0.790, 0.233, -0.374], [-2.139, 0.528, -0.638], [-2.989, -0.266, -2.014], [-4.514, 0.320, -1.467], [-5.807, 0.058, -2.016], [-6.956, 0.676, -1.525], [-6.831, 1.620, -0.511], [-5.575, 1.788, 0.102], [-4.401, 1.179, -0.368], [-3.089, 1.241, 0.121], [-2.718, 2.049, 1.281], [-0.062, -0.892, -1.474], [1.389, -0.994, -0.493], [2.403, -1.783, -0.644], [2.494, -2.646, -1.720], [1.861, -2.691, -2.858], [2.256, -3.808, -3.564], [3.085, -4.496, -2.812], [3.225, -3.784, -1.658], [6.430, 0.440, 2.770], [6.008, -0.014, 1.099], [5.185, -0.771, 2.394], [4.182, 1.484, 3.114], [5.070, 2.232, 1.757], [3.790, 0.866, 0.094], [2.880, 2.003, 1.018], [2.138, 0.220, 2.578], [3.036, -0.975, 1.619], [-5.917, -0.626, -2.869], [-7.900, 0.448, -1.999], [-7.731, 2.118, -0.220], [-5.480, 2.483, 0.912], [-1.945, 2.752, 0.986], [-2.254, 1.378, 2.004], [-3.512, 2.592, 1.770], [3.557, -5.406, -3.111], [3.765, -4.067, -0.850]], "forces_ev_per_a": [[0.2, 0.0, -0.2], [0.2, -0.3, -0.6], [1.1, -0.5, -0.3], [-0.7, 0.3, 0.0], [-1.5, -0.9, -1.0], [0.0, 1.1, -0.2], [-0.5, 0.9, 1.3], [-1.3, 0.2, 0.0], [0.0, -0.1, 1.2], [0.9, 0.2, 0.6], [-2.3, 0.3, -0.3], [1.0, -0.3, -0.2], [1.1, 0.0, -0.3], [1.1, -1.1, 0.0], [-0.1, 0.6, -0.1], [-0.5, -0.8, -0.5], [0.1, 0.2, -0.6], [1.2, -0.6, 0.0], [0.9, -0.7, -0.6], [1.5, -1.1, 0.4], [-0.1, 0.0, -0.6], [-0.8, -1.0, -0.2], [-0.4, 0.7, -1.0], [-0.1, -0.2, 0.1], [-1.3, 2.2, -0.1], [2.0, -1.2, 1.7], [-0.1, -0.2, -0.1], [-0.1, 0.4, 0.2], [-0.2, -0.1, 0.4], [0.1, 0.1, -0.3], [0.1, 0.1, 0.3], [0.1, 0.0, 0.5], [-0.8, 0.7, 0.0], [-0.3, -0.2, -0.7], [-0.2, 0.0, -0.2], [0.2, 0.3, 0.4], [-0.1, 0.1, 0.1], [0.0, 0.5, 0.6], [-0.1, 0.2, 0.3], [0.0, 0.1, 0.0], [-0.1, 0.2, 0.1], [-0.6, -0.2, -0.4], [0.2, -0.2, 0.3], [-0.1, 0.2, -0.2]], "lumo_ev": 0.20, "homo_ev": -7.38, "homo_lumo_gap_ha": 0.2787, "relative_energy_kcal_mol": 8.1}

---

Entry 2:
{"formula": "C17H19BN6O3Pd", "method": "wB97M-V/def2-TZVPD", "symbols": ["H", "N", "B", "N", "C", "Pd", "H", "C", "H", "C", "H", "C", "H", "H", "H", "N", "N", "N", "N", "C", "C", "H", "H", "C", "C", "C", "C", "H", "H", "H", "H", "H", "O", "C", "C", "C", "C", "C", "C", "C", "O", "O", "H", "H", "H", "H", "H"], "positions_angstrom": [[-0.776, 2.453, 0.354], [0.158, 1.153, -1.042], [1.390, 0.210, -3.075], [1.035, 1.364, -2.098], [1.352, 2.676, -2.151], [-0.790, -0.658, -0.592], [2.002, 3.048, -2.927], [0.690, 3.323, -1.116], [0.746, 4.362, -0.854], [-0.077, 2.346, -0.463], [1.890, 0.672, -4.057], [-2.648, -1.274, -0.373], [-3.319, -0.558, -0.861], [-2.819, -1.272, 0.713], [-2.725, -2.292, -0.778], [0.020, -0.454, -3.402], [2.326, -0.787, -2.375], [-0.936, -0.839, -2.440], [2.541, -0.705, -1.039], [-0.501, -0.638, -4.628], [3.027, -1.846, -2.829], [0.083, -0.380, -5.499], [3.028, -2.096, -3.879], [-1.790, -1.145, -4.499], [3.669, -2.450, -1.747], [-2.029, -1.259, -3.132], [3.347, -1.689, -0.622], [-2.482, -1.386, -5.284], [4.291, -3.324, -1.776], [-2.916, -1.606, -2.631], [3.606, -1.780, 0.422], [2.170, 0.067, -0.509], [-2.736, 1.810, 3.888], [-1.725, 1.116, 4.414], [-1.560, 1.097, 5.814], [-0.560, 0.315, 6.373], [0.314, -0.422, 5.560], [0.183, -0.370, 4.170], [-0.829, 0.382, 3.584], [-1.041, 0.394, 2.099], [-0.233, -0.336, 1.411], [-1.984, 1.089, 1.610], [-2.641, 1.668, 2.875], [-2.242, 1.694, 6.418], [-0.461, 0.280, 7.458], [1.097, -1.034, 6.005], [0.856, -0.917, 3.510]], "forces_ev_per_a": [[0.1, -0.1, -0.1], [0.5, 1.8, -0.3], [-0.8, 1.0, 0.2], [-0.5, -0.2, 0.6], [-0.5, -0.3, 0.6], [3.2, 0.5, 2.5], [0.1, 0.0, 0.1], [-0.1, -0.2, 0.0], [0.0, 0.2, -0.1], [1.0, -0.1, -1.0], [-0.1, -0.3, -0.1], [-3.9, -0.5, 1.2], [0.0, -0.4, 0.2], [0.0, 0.0, -0.3], [0.2, 0.2, 0.0], [-0.9, -0.4, -0.8], [0.6, -0.4, 0.7], [0.9, -0.7, -4.5], [0.2, -0.5, -0.3], [0.7, 0.3, 1.3], [-0.2, 0.4, 0.8], [-0.1, 0.0, -0.1], [0.0, 0.0, 0.1], [-1.0, -0.4, 0.9], [-0.1, 0.2, 0.2], [0.4, 0.1, -2.0], [-0.2, -0.1, -0.8], [0.0, 0.0, -0.1], [0.1, -0.1, 0.0], [0.1, 0.0, -0.2], [0.1, 0.0, -0.1], [-0.2, 0.1, 0.0], [1.9, -1.2, 1.0], [-1.7, 1.1, -1.1], [0.4, -0.3, 1.2], [-0.7, 0.6, 0.3], [0.1, 0.0, 0.4], [-0.7, 0.5, -1.3], [0.8, -0.8, -0.1], [0.1, -0.3, -1.1], [-0.6, 0.8, 1.4], [1.1, -0.8, 0.9], [-0.1, 0.0, -0.2], [0.2, -0.2, -0.1], [0.0, 0.0, -0.3], [-0.2, 0.2, -0.1], [-0.2, 0.1, 0.2]], "lumo_ev": [-5.68, -9.37], "homo_ev": [-12.80, -15.23], "multiplicity": 5, "homo_lumo_gap_ha": [0.2617, 0.2155], "relative_energy_kcal_mol": 25.8, "charge": 2}

---

Entry 3:
{"formula": "C17H19BrN2OPdS", "method": "wB97M-V/def2-TZVPD", "symbols": ["Pd", "Br", "C", "C", "C", "C", "C", "C", "C", "C", "C", "C", "H", "H", "H", "H", "H", "H", "C", "C", "C", "O", "H", "H", "H", "H", "H", "H", "H", "C", "N", "C", "C", "N", "C", "S", "H", "H", "H", "H", "H", "H"], "positions_angstrom": [[-0.139, -0.492, -0.062], [1.034, 2.002, 0.075], [1.855, 1.314, 1.681], [2.169, 2.223, 2.651], [2.919, 1.812, 3.761], [3.360, 0.522, 3.842], [2.986, -0.438, 2.879], [3.385, -1.784, 3.000], [2.936, -2.721, 2.114], [2.050, -2.359, 1.086], [1.653, -1.053, 0.885], [2.157, -0.062, 1.777], [1.857, 3.251, 2.560], [3.160, 2.529, 4.530], [3.978, 0.205, 4.670], [4.037, -2.063, 3.816], [3.238, -3.755, 2.217], [1.685, -3.158, 0.450], [-3.305, 0.008, 2.884], [-2.551, -0.595, 1.681], [-1.896, -1.929, 2.101], [-1.630, 0.303, 1.233], [-4.121, -0.649, 3.172], [-3.701, 0.984, 2.616], [-2.620, 0.130, 3.720], [-3.300, -0.808, 0.883], [-1.287, -1.765, 2.991], [-1.243, -2.285, 1.283], [-2.647, -2.686, 2.316], [1.028, -2.185, -2.903], [0.721, -0.794, -3.080], [1.448, 0.159, -3.753], [0.797, 1.337, -3.637], [-0.341, 1.104, -2.899], [-0.372, -0.205, -2.510], [-1.696, -1.040, -1.857], [1.986, -2.415, -3.360], [0.242, -2.802, -3.348], [1.065, -2.403, -1.824], [2.371, -0.079, -4.239], [1.043, 2.307, -4.016], [-1.016, 1.796, -2.610]], "forces_ev_per_a": [[-0.1, 0.1, 1.1], [0.2, -0.1, 0.5], [-0.1, 0.5, 0.0], [-0.2, -0.1, -0.4], [0.2, -0.2, 0.2], [0.0, 0.2, 0.2], [-0.2, 0.1, -0.3], [0.0, -0.3, -0.1], [0.2, 0.1, 0.2], [-0.2, 0.3, -0.4], [-0.6, -0.1, 0.0], [0.3, -0.2, 0.1], [0.0, 0.1, -0.1], [0.1, 0.0, 0.1], [0.0, 0.0, 0.1], [0.0, 0.0, 0.1], [0.0, 0.0, 0.0], [-0.1, 0.1, 0.0], [0.3, -0.1, -0.5], [-0.8, -1.0, 0.3], [0.0, 0.4, -0.4], [1.3, 0.5, -0.6], [-0.1, -0.1, 0.1], [-0.1, 0.1, 0.0], [0.1, 0.0, 0.1], [0.1, 0.0, 0.2], [0.1, 0.0, 0.0], [-0.3, 0.0, 0.4], [-0.1, -0.1, 0.0], [0.0, -0.6, 0.3], [-0.5, 0.9, 0.4], [0.1, 0.3, -0.1], [0.2, -0.1, -0.1], [0.3, -0.5, 0.1], [-0.5, -0.1, -1.3], [-0.2, -0.1, 0.3], [0.0, 0.1, 0.0], [0.1, 0.1, 0.0], [0.1, 0.0, -0.4], [0.2, 0.0, -0.1], [0.1, 0.1, 0.0], [0.0, -0.3, 0.0]], "lumo_ev": [0.41, -0.85], "homo_ev": [-7.52, -7.79], "multiplicity": 3, "homo_lumo_gap_ha": [0.2913, 0.2553]}

---

Entry 4:
{"formula": "C17H19BrO2", "method": "wB97M-V/def2-TZVPD", "symbols": ["C", "C", "C", "C", "C", "C", "C", "C", "C", "Br", "C", "C", "C", "C", "C", "O", "C", "C", "C", "O", "H", "H", "H", "H", "H", "H", "H", "H", "H", "H", "H", "H", "H", "H", "H", "H", "H", "H", "H"], "positions_angstrom": [[1.550, -3.159, -0.902], [2.671, -2.844, 0.088], [3.332, -1.487, -0.210], [2.657, -0.333, 0.544], [2.624, 1.008, -0.224], [1.211, 1.480, -0.543], [0.423, 1.892, 0.711], [-1.047, 1.971, 0.414], [-1.630, 3.150, -0.055], [-0.592, 4.722, -0.275], [-2.972, 3.250, -0.394], [-3.786, 2.140, -0.297], [-3.238, 0.938, 0.117], [-1.891, 0.854, 0.487], [-1.420, -0.485, 0.961], [-0.538, -0.645, 1.775], [-2.136, -1.669, 0.407], [-3.412, -1.579, 0.039], [-4.110, -0.274, 0.142], [-5.316, -0.197, 0.219], [1.064, -4.106, -0.664], [1.930, -3.205, -1.922], [0.784, -2.379, -0.865], [2.240, -2.829, 1.091], [3.409, -3.646, 0.058], [3.238, -1.292, -1.280], [4.388, -1.548, 0.049], [1.624, -0.638, 0.737], [3.132, -0.190, 1.513], [3.165, 0.898, -1.165], [3.132, 1.780, 0.358], [0.671, 0.681, -1.061], [1.257, 2.334, -1.222], [0.607, 1.186, 1.513], [0.770, 2.871, 1.037], [-3.371, 4.193, -0.740], [-4.833, 2.193, -0.560], [-1.596, -2.607, 0.410], [-3.991, -2.432, -0.290]], "forces_ev_per_a": [[0.0, 0.1, 0.2], [-0.1, 0.1, -0.2], [-0.3, -0.2, 0.3], [-0.2, 0.1, -0.3], [0.1, -0.2, 0.2], [0.0, 0.1, 0.1], [0.1, 0.0, -0.1], [-0.1, 0.1, 0.0], [-0.1, 0.0, 0.0], [0.0, 0.1, 0.0], [0.0, 0.0, 0.0], [0.0, 0.0, 0.0], [0.0, 0.0, 0.1], [-0.1, 0.0, 0.0], [0.0, 0.0, 0.0], [0.0, -0.1, -0.1], [-0.2, 0.0, -0.1], [0.2, 0.0, 0.1], [-0.1, 0.0, 0.0], [0.0, 0.0, -0.1], [0.0, 0.0, -0.1], [0.0, 0.0, 0.0], [0.0, 0.0, -0.1], [0.2, 0.0, 0.1], [0.0, 0.0, 0.0], [0.2, -0.1, -0.1], [0.1, 0.2, -0.2], [0.0, 0.1, 0.1], [0.0, -0.1, 0.1], [0.1, 0.1, 0.0], [0.1, 0.1, -0.1], [0.0, 0.0, 0.0], [-0.1, 0.0, -0.1], [0.0, 0.0, 0.0], [0.1, 0.0, 0.1], [0.0, 0.0, 0.0], [0.0, 0.0, 0.0], [0.0, 0.0, 0.1], [-0.1, 0.0, 0.1]], "lumo_ev": -1.18, "homo_ev": -9.46, "homo_lumo_gap_ha": 0.3040}